# 1
Computed, not measured: C20H28BeBrIN3O4SSbSe as an isolated structure, with ωB97M-V/def2-TZVPD.

Summary:
Relative energy (zero: lowest compared OMol25 entry of this formula, charge and spin) (kcal per mole): 0.4
E_LUMO (eV): -0.036
Max |F| (hartree/bohr): 0.0488
Frontier orbital gap (eV): 7.981
E_tot (eV): -195119.356

CARTESIAN COORDINATES (ANGSTROEM)
Be1 -0.78198 -1.23550 0.76007
O1 -1.41998 -0.59610 4.27857
S1 -1.54308 -0.63050 2.86887
O2 -1.72788 0.61300 2.17177
O3 -0.39908 -1.35120 2.23997
O4 -2.81818 -1.53520 2.52947
Br1 3.69872 -2.12610 -2.04393
C1 3.72272 -2.41220 -0.17723
C2 4.92692 -2.35420 0.50417
C3 4.94492 -2.59000 1.86797
C4 3.76822 -2.86580 2.54727
C5 2.56432 -2.90620 1.86147
C6 2.53622 -2.68430 0.49157
I1 0.64142 -2.70670 -0.53823
H1 5.83482 -2.13690 -0.03683
H2 5.88532 -2.56700 2.39587
H3 3.79232 -3.04370 3.61297
H4 1.64072 -3.09200 2.39077
C7 -0.08148 3.31630 1.79487
C8 -0.76028 3.04620 0.46097
C9 -0.59498 4.20670 -0.50833
Sb1 -0.13328 1.04090 -0.25853
C10 -0.75418 0.90470 -2.40783
C11 -0.53058 2.09590 -3.32503
C12 -2.22668 0.52110 -2.42273
C13 2.07742 1.22770 -0.58033
C14 2.81132 0.85380 0.70167
C15 2.58662 2.57490 -1.06273
H5 -0.46898 4.24120 2.22397
H6 0.99782 3.42340 1.68827
H7 -0.29778 2.50400 2.48657
H8 -1.82448 2.88670 0.65357
H9 0.44512 4.36430 -0.78153
H10 -0.95528 5.12050 -0.03213
H11 -1.17508 4.04880 -1.41413
H12 -0.15798 0.06090 -2.77423
H13 -1.26088 2.87710 -3.12223
H14 -0.66628 1.78520 -4.36253
H15 0.47152 2.50500 -3.22993
H16 -2.83378 1.31230 -1.97973
H17 -2.39418 -0.39370 -1.86143
H18 -2.57068 0.35870 -3.44453
H19 2.27682 0.47680 -1.35233
H20 2.72542 1.65650 1.43237
H21 3.87282 0.70310 0.49987
H22 2.41972 -0.05480 1.15967
H23 2.47002 3.32310 -0.28183
H24 2.06962 2.90890 -1.95723
H25 3.65042 2.50290 -1.29353
Se1 -2.48158 -4.01990 -2.81923
N1 -4.01078 -3.92920 -1.95113
C16 -3.88828 -3.15510 -0.90853
C17 -4.89708 -2.90900 0.07917
C18 -4.62338 -2.08040 1.08937
C19 -3.32188 -1.34550 1.21377
N2 -2.29238 -1.70590 0.27077
C20 -2.58148 -2.56150 -0.71533
N3 -1.68938 -2.91210 -1.62733
H26 -5.84568 -3.40910 -0.02003
H27 -5.31948 -1.89790 1.89077
H28 -3.50268 -0.25320 1.12407

***

# 2
Computed, not measured: C40H31Cl3N4O2P2ReSi as an isolated structure, with ωB97M-V/def2-TZVPD.

Summary:
Relative energy (zero: lowest compared OMol25 entry of this formula, charge and spin) (kcal per mole): 0.0
Multiplicity: 2
E_LUMO (alpha / beta) (eV): -6.950 / -7.782
Max |F| (hartree/bohr): 0.0211
Total charge: +2
Frontier orbital gap (alpha / beta) (eV): 6.493 / 5.664
Expectation value of S²: 0.76
E_tot (eV): -118183.703

CARTESIAN COORDINATES (ANGSTROEM)
Re1 0.74606 -0.58315 0.17640
O1 5.39283 2.67909 4.41860
C1 5.63148 2.86683 3.26913
O2 6.19290 3.38491 2.35861
C2 4.28802 1.81911 2.39278
C3 3.35634 1.18844 3.17270
C4 2.40806 0.43613 2.49824
N1 2.40206 0.33490 1.15405
C5 3.36081 0.94505 0.43453
C6 4.34533 1.72086 1.03111
C7 3.32007 0.63009 -0.99148
C8 4.25875 1.08718 -1.89558
C9 4.21773 0.63542 -3.20527
C10 3.25079 -0.28952 -3.54451
C11 2.33387 -0.68979 -2.58976
N2 2.32175 -0.21883 -1.33504
C12 1.39340 -0.38044 3.16564
C13 1.25317 -0.44431 4.53644
C14 0.33262 -1.32582 5.08286
C15 -0.39498 -2.12489 4.22632
C16 -0.21966 -1.98483 2.86134
N3 0.63606 -1.11097 2.31594
H1 3.38525 1.25698 4.24894
H2 5.12657 2.20289 0.46463
H3 5.02996 1.77354 -1.57845
H4 4.94390 0.97849 -3.92966
H5 3.18791 -0.71316 -4.53739
H6 1.58757 -1.42103 -2.83228
H7 1.86471 0.17225 5.17850
H8 0.20847 -1.39488 6.15522
H9 -1.09869 -2.85930 4.59322
H10 -0.76299 -2.61260 2.17683
N4 -2.08364 -0.23164 -1.10789
P1 -1.72079 -0.85966 0.40922
C17 -2.36947 0.29993 1.63854
C18 -3.73815 0.32299 1.92279
C19 -4.26407 1.31063 2.74052
C20 -3.43311 2.28547 3.27914
C21 -2.07602 2.28267 2.98826
C22 -1.55093 1.29800 2.16528
C23 -2.73035 -2.34450 0.53672
C24 -3.27894 -2.76909 1.74890
C25 -3.98979 -3.95681 1.80905
C26 -4.16142 -4.72310 0.66320
C27 -3.62891 -4.29996 -0.54633
C28 -2.91166 -3.11700 -0.61037
P2 -0.59358 0.25048 -1.69416
C29 -0.63738 -0.15330 -3.44774
C30 -0.58598 0.82221 -4.44004
C31 -0.67484 0.44776 -5.77530
C32 -0.81741 -0.88840 -6.11606
C33 -0.88221 -1.86424 -5.12543
C34 -0.79624 -1.49901 -3.79475
C35 -0.43938 2.04180 -1.55180
C36 -1.40721 2.78714 -0.88155
C37 -1.24618 4.15761 -0.72881
C38 -0.11821 4.78631 -1.23414
C39 0.85522 4.04756 -1.89881
C40 0.69994 2.68056 -2.05516
H11 -2.99520 0.02487 -1.46576
H12 -4.39553 -0.43291 1.51094
H13 -5.32383 1.32031 2.95834
H14 -3.84736 3.05326 3.91944
H15 -1.43099 3.05177 3.39362
H16 -0.49477 1.33108 1.91768
H17 -3.17171 -2.16525 2.64182
H18 -4.42046 -4.28112 2.74720
H19 -4.71913 -5.64892 0.71238
H20 -3.76740 -4.89500 -1.43905
H21 -2.48954 -2.79702 -1.55519
H22 -0.48877 1.86842 -4.18348
H23 -0.64059 1.20448 -6.54766
H24 -0.88597 -1.17492 -7.15722
H25 -0.99677 -2.90619 -5.39385
H26 -0.83015 -2.26219 -3.02351
H27 -2.28731 2.30629 -0.47117
H28 -2.00636 4.73331 -0.21725
H29 0.00146 5.85556 -1.11845
H30 1.72654 4.54316 -2.30722
H31 1.44728 2.12067 -2.60615
Cl1 1.76283 -3.61368 -2.02301
Si1 1.32902 -2.85363 -0.14045
Cl2 3.11410 -3.09676 0.90740
Cl3 0.09122 -4.35868 0.57466

***

# 3
Computed, not measured: one molecule with the formula C3H3ClN2OS, with ωB97M-V/def2-TZVPD.

Summary:
Relative energy (zero: lowest compared OMol25 entry of this formula, charge and spin) (kcal per mole): 27.8
SMILES: Nc1[nH]c(=S)oc1Cl
E_LUMO (eV): 0.420
Max |F| (hartree/bohr): 0.0963
Frontier orbital gap (eV): 8.832
E_tot (eV): -31543.329

CARTESIAN COORDINATES (ANGSTROEM)
N1 -1.64344 1.44646 -1.41488
C1 -0.69653 0.67159 -0.76675
N2 -0.54978 -0.71360 -1.15018
C2 0.41624 -1.27350 -0.36621
S1 1.07003 -2.66432 -0.20473
O1 0.67271 -0.26729 0.58780
C3 -0.01083 0.84065 0.29427
Cl1 -0.03737 2.08786 1.52313
H1 -1.58766 2.45198 -1.05154
H2 -2.60317 1.18070 -0.97840
H3 -0.57675 -0.92125 -2.30252

***

# 4
Computed, not measured: a 5-piece molecular cluster, C47H96BrF3IN6O10P2Si overall, with ωB97M-V/def2-TZVPD.

Summary:
Relative energy (zero: lowest compared OMol25 entry of this formula, charge and spin) (kcal per mole): 0.0
E_LUMO (eV): -4.449
Max |F| (hartree/bohr): 0.0541
Total charge: +1
Frontier orbital gap (eV): 5.152
E_tot (eV): -192449.551

CARTESIAN COORDINATES (ANGSTROEM)
C1 1.90623 7.27828 -5.28613
Si1 1.11990 6.36701 -3.81646
C2 1.53898 7.36632 -2.25603
C3 1.70022 4.57170 -3.74389
C4 1.16929 3.84691 -2.47621
C5 1.09112 2.32063 -2.70828
C6 0.10054 1.63727 -1.72174
C7 0.81694 1.11631 -0.46569
C8 -0.01232 1.24829 0.81723
C9 -0.43970 2.72807 0.98709
C10 -0.59763 3.14930 2.45080
N1 -1.58256 4.27058 2.56983
C11 -2.16591 4.52150 3.67406
C12 -3.20836 5.65020 3.69681
C13 -4.43990 4.89771 4.28580
C14 -5.29915 5.67764 5.30194
O1 -6.19589 6.40398 4.98710
I1 -4.93957 5.42628 7.42938
C15 -2.77613 6.96680 4.35284
F1 -3.70240 7.90370 4.19763
F2 -2.49073 6.79983 5.64615
F3 -1.64733 7.45036 3.79537
C16 -3.18384 5.96934 2.15651
P1 -4.67996 5.44793 1.11516
O2 -5.99711 6.15451 1.80460
Br1 -4.40652 6.39924 -0.89110
C17 -2.01809 5.19258 1.49963
P2 -0.45555 6.14423 1.00876
N2 -0.45482 6.53304 -0.51079
C18 -0.74613 6.36092 -4.14641
C19 -1.69630 6.81594 -3.24758
C20 -3.02145 6.79313 -3.61768
C21 -3.42833 6.33956 -4.84061
C22 -2.49407 5.85347 -5.73394
C23 -1.17404 5.87060 -5.36835
H1 1.52276 8.30410 -5.33397
H2 2.98689 7.32671 -5.10243
H3 1.67564 6.77011 -6.22746
H4 0.63885 7.66441 -1.70688
H5 2.04158 8.29004 -2.56738
H6 2.23086 6.82646 -1.59642
H7 2.79903 4.56434 -3.75780
H8 1.32030 4.07725 -4.64812
H9 0.19239 4.26806 -2.19348
H10 1.90025 4.04920 -1.67785
H11 0.68505 2.16555 -3.71322
H12 2.09223 1.89060 -2.59688
H13 -0.68728 2.37449 -1.51775
H14 -0.37178 0.82350 -2.28441
H15 1.76842 1.63168 -0.27353
H16 1.03365 0.05443 -0.63666
H17 -0.88975 0.58903 0.81961
H18 0.57950 0.95416 1.69805
H19 -1.40170 2.83789 0.47117
H20 0.27862 3.35052 0.43947
H21 0.34179 3.41497 2.94013
H22 -1.05181 2.29297 2.96325
H23 -1.91017 3.85177 4.49956
H24 -4.04037 4.03473 4.82770
H25 -5.12241 4.49268 3.53173
H26 -2.98600 6.99564 1.81586
H27 -5.78354 6.62324 2.62789
H28 -2.31434 4.70232 0.56345
H29 0.66172 5.31076 1.24827
H30 -0.33310 7.33958 1.75437
H31 0.32889 6.08808 -0.98331
H32 -1.40118 7.19221 -2.27247
H33 -3.74711 7.15669 -2.89134
H34 -4.47547 6.35422 -5.12796
H35 -2.81733 5.49624 -6.70636
H36 -0.44639 5.47980 -6.07964
C24 -6.80201 -1.09164 7.35629
O3 -6.02163 -0.42922 8.33600
C25 -4.96620 -1.22401 8.86974
C26 -3.61618 -0.71121 8.40768
N3 -3.41156 -0.96385 6.98261
C27 -2.26263 -0.26967 6.41271
C28 -2.27161 1.25742 6.42764
O4 -3.25303 1.84492 5.57665
C29 -4.55777 1.94516 6.14301
H37 -7.68121 -0.47852 7.16214
H38 -6.25130 -1.20960 6.41617
H39 -7.13410 -2.07080 7.71004
H40 -5.09400 -2.28424 8.63451
H41 -5.01426 -1.12091 9.95650
H42 -2.82682 -1.21274 8.97633
H43 -3.57730 0.36095 8.63732
H44 -4.23864 -0.67650 6.47565
H45 -2.18776 -0.59128 5.36940
H46 -1.35645 -0.62195 6.91635
H47 -1.30459 1.58631 6.03234
H48 -2.33945 1.67077 7.43873
H49 -4.53254 2.10913 7.22028
H50 -5.15595 1.06414 5.90571
H51 -5.05117 2.79633 5.68039
C30 3.37945 -3.92954 -5.59313
O5 2.22893 -3.11384 -5.74944
C31 1.03433 -3.84374 -6.00120
C32 0.09788 -3.78350 -4.80917
N4 0.61650 -4.55689 -3.68564
C33 -0.08856 -4.33181 -2.42642
C34 -0.06088 -2.92478 -1.83092
O6 1.21525 -2.50772 -1.37107
C35 2.07022 -1.97511 -2.36941
H52 4.25361 -3.28001 -5.60111
H53 3.35998 -4.46573 -4.63788
H54 3.47420 -4.64392 -6.41384
H55 1.24195 -4.87668 -6.29454
H56 0.54101 -3.35462 -6.84609
H57 -0.87821 -4.18470 -5.09773
H58 -0.02911 -2.72482 -4.54747
H59 1.59072 -4.32223 -3.54886
H60 0.35576 -5.00950 -1.69303
H61 -1.13115 -4.64158 -2.55066
H62 -0.69974 -2.94228 -0.94294
H63 -0.49604 -2.17380 -2.50152
H64 1.51720 -1.44787 -3.15113
H65 2.69169 -2.75879 -2.80699
H66 2.74358 -1.26499 -1.88513
C36 1.37840 -3.74652 5.33531
O7 0.46468 -4.79055 5.06504
C37 0.92147 -6.07846 5.47211
C38 0.12991 -6.59049 6.66066
N5 0.44015 -5.83719 7.87077
C39 -0.46748 -6.09333 8.98866
C40 -1.94266 -5.73612 8.81236
O8 -2.20030 -4.34513 8.71791
C41 -2.03260 -3.78633 7.42296
H67 1.02459 -2.85418 4.81804
H68 1.42912 -3.52441 6.40662
H69 2.37852 -3.98826 4.96435
H70 1.99585 -6.08256 5.67656
H71 0.74423 -6.75233 4.62950
H72 0.37177 -7.64457 6.82465
H73 -0.93388 -6.51820 6.40107
H74 0.40705 -4.84924 7.65801
H75 -0.08755 -5.51879 9.83725
H76 -0.39082 -7.14991 9.26398
H77 -2.46051 -6.06906 9.71602
H78 -2.41151 -6.27437 7.98064
H79 -2.28475 -4.49485 6.62971
H80 -1.00865 -3.42007 7.29089
H81 -2.69903 -2.92246 7.34180
C42 5.43070 -7.27125 -6.96591
O9 5.74896 -5.91183 -7.20786
C43 7.14500 -5.63165 -7.15691
C44 7.69034 -5.31518 -8.53667
N6 7.71984 -6.50272 -9.38232
C45 7.98076 -6.22832 -10.79512
C46 6.97257 -5.37148 -11.56018
O10 5.71061 -5.98554 -11.75410
C47 4.80799 -5.86531 -10.67086
H82 4.35108 -7.34121 -6.83362
H83 5.71291 -7.90544 -7.81174
H84 5.91603 -7.63604 -6.05640
H85 7.70506 -6.44154 -6.68115
H86 7.26170 -4.74011 -6.53338
H87 8.70655 -4.92179 -8.43871
H88 7.05697 -4.52830 -8.96611
H89 6.82928 -6.97673 -9.31245
H90 8.03696 -7.19778 -11.29610
H91 8.97117 -5.77026 -10.88280
H92 7.38065 -5.22069 -12.56310
H93 6.85477 -4.37037 -11.12894
H94 4.93491 -4.92473 -10.12882
H95 4.90510 -6.71174 -9.98553
H96 3.79559 -5.89478 -11.07598

***

# 5
Computed, not measured: BrCl12Fe2O16 as an isolated structure, with ωB97M-V/def2-TZVPD.

Summary:
Multiplicity: 11
E_LUMO (alpha / beta) (eV): 11.997 / 11.997
Max |F| (hartree/bohr): 0.1462
Total charge: -7
Frontier orbital gap (alpha / beta) (eV): 4.034 / 4.024
Expectation value of S²: 30.03
E_tot (eV): -321800.187

CARTESIAN COORDINATES (ANGSTROEM)
Fe1 -0.24434 -2.01846 -0.36624
Fe2 1.61893 1.73380 0.25667
Cl1 0.02998 2.57743 1.35871
Cl2 -0.57741 -3.05965 -2.42351
Cl3 0.66812 2.72737 5.27102
Cl4 2.33217 2.61880 -1.65473
Cl5 -3.21401 0.49112 -2.82323
Cl6 -1.36066 -1.52781 1.40432
Cl7 1.11345 -0.16903 -1.26504
Cl8 1.58722 -3.22387 0.63184
Cl9 -6.29129 2.18921 3.23079
O1 -6.68383 2.67393 4.62323
O2 -6.44232 0.73650 3.25597
O3 -7.29275 2.76438 2.22667
O4 -4.92305 2.52144 2.92997
Cl10 5.16950 -1.10975 -3.67936
O5 3.90946 -0.59833 -3.95293
O6 5.14598 -1.79731 -2.42348
O7 5.35768 -2.29614 -4.50707
O8 6.32794 -0.29028 -3.71985
Cl11 1.99709 -3.03519 6.25194
O9 2.31790 -1.88720 5.45925
O10 2.71760 -4.24358 5.74714
O11 2.29851 -2.69814 7.58308
O12 0.61346 -3.36665 6.19338
Cl12 -1.98420 1.70147 -6.22671
O13 -1.02515 2.92124 -6.31446
O14 -2.93858 2.35880 -5.29144
O15 -2.57267 1.63401 -7.55823
O16 -1.35083 0.49530 -5.68983
Br1 3.69605 1.17660 1.47215

***

# 6
Computed, not measured: a 6-piece molecular cluster, C26H39F2N4O12 overall, with ωB97M-V/def2-TZVPD.

Summary:
E_LUMO (eV): -3.194
Max |F| (hartree/bohr): 0.0371
Total charge: +1
Frontier orbital gap (eV): 7.838
E_tot (eV): -63556.093

CARTESIAN COORDINATES (ANGSTROEM)
N1 -1.24918 1.89739 -0.09678
C1 -0.62727 0.83160 -0.69463
N2 -1.29639 -0.30365 -0.91672
C2 -0.59476 -1.48909 -1.43847
C3 0.39874 -0.96262 -2.47539
C4 1.41584 -0.05837 -1.79782
N3 2.34918 -0.76312 -0.84661
C5 2.08527 -0.50544 0.53033
O1 1.41896 -1.11160 1.28209
F1 2.72143 0.61339 0.88671
C6 2.65956 -2.09572 -1.22366
O2 3.35322 -2.36994 -2.10903
F2 2.05169 -3.02144 -0.46790
N4 0.68517 0.96934 -1.03726
H1 -1.47414 2.71068 -0.66095
H2 -1.49899 1.83727 0.87895
H3 -2.01523 -0.47381 -0.21783
H4 -0.12509 -2.00023 -0.59322
H5 -1.30820 -2.17492 -1.90086
H6 0.82786 -1.73949 -3.11158
H7 -0.15974 -0.28833 -3.14181
H8 2.04416 0.44931 -2.53760
H9 0.88179 1.92215 -1.34341
O3 -1.92565 2.95662 -2.61164
C7 -1.03243 2.96804 -3.42453
O4 -0.01771 3.83885 -3.35223
C8 0.86203 3.67535 -4.49599
C9 0.60092 2.25611 -4.98339
C10 -0.87614 2.06967 -4.63006
H10 0.59367 4.43297 -5.23266
H11 1.88375 3.84398 -4.16461
H12 0.82612 2.12053 -6.03828
H13 1.21532 1.56072 -4.41241
H14 -1.55723 2.42123 -5.40708
H15 -1.15114 1.04921 -4.37638
O5 -0.99298 -4.74417 5.05921
C11 -0.01388 -4.10847 4.80102
O6 0.06819 -2.77664 5.05057
C12 1.30648 -2.24641 4.54493
C13 2.24741 -3.44380 4.45447
C14 1.27319 -4.58074 4.15048
H16 1.11186 -1.80082 3.56933
H17 1.65714 -1.47442 5.22587
H18 3.03106 -3.31308 3.71101
H19 2.72351 -3.61402 5.42040
H20 1.08808 -4.69357 3.08056
H21 1.57129 -5.54011 4.56353
O7 -1.18048 -3.22165 11.50231
C15 -1.48119 -3.16823 10.34676
O8 -0.90327 -3.95687 9.40874
C16 -1.37574 -3.61145 8.09372
C17 -2.71424 -2.91747 8.32243
C18 -2.49261 -2.25128 9.67898
H22 -0.64347 -2.94873 7.62875
H23 -1.45808 -4.51687 7.50172
H24 -2.97719 -2.23165 7.51990
H25 -3.50582 -3.66331 8.40302
H26 -2.03990 -1.26239 9.58644
H27 -3.38950 -2.17737 10.28748
O9 3.21032 0.77589 -3.92047
C19 4.28704 1.30377 -4.05509
O10 4.45751 2.60986 -3.80632
C20 5.80895 3.01314 -4.14391
C21 6.62045 1.72358 -4.09960
C22 5.58157 0.68416 -4.52503
H28 5.78553 3.46057 -5.13814
H29 6.12794 3.76270 -3.42583
H30 7.50425 1.75832 -4.73112
H31 6.94266 1.52427 -3.07730
H32 5.52664 0.56818 -5.60914
H33 5.71973 -0.29293 -4.07028
O11 -4.41569 1.05598 -4.37429
C23 -5.15299 1.73474 -3.71470
O12 -6.19770 1.21400 -3.03424
C24 -6.96257 2.26278 -2.40701
C25 -5.99178 3.43257 -2.27580
C26 -5.10586 3.23330 -3.50397
H34 -7.81525 2.49696 -3.04637
H35 -7.32981 1.88904 -1.45489
H36 -6.48568 4.40019 -2.22982
H37 -5.39720 3.31367 -1.36840
H38 -5.51476 3.72815 -4.38666
H39 -4.07852 3.54401 -3.35055